38
Properties=species:S:1:pos:R:3:forces:R:3 method="wB97M-V/def2-TZVPD" homo_lumo_gap_ev=5.4 homo_ev=-13.8 e_lumo_ev=-8.47 charge=+2 molar_mass_g_mol=497.180 fmax_ev_per_a=1.53 de_lowest_kj_mol=111.5
Rh -0.0882 1.0873 -0.0452 1.4 -0.2 0.7
C 1.2129 0.0683 3.8732 0.0 0.0 0.0
C 1.0553 0.2045 2.3990 -0.1 -0.1 0.0
N -0.0845 0.3561 1.8129 -0.1 0.1 -0.2
N -1.2789 0.3830 2.4815 -0.3 0.0 -0.1
C -2.4009 0.4119 1.7212 0.2 -0.2 0.1
N -3.5771 0.3471 2.3083 0.0 0.0 -0.1
S -2.2579 0.4692 0.0096 -0.2 0.2 0.1
C 2.1992 0.1100 1.4663 0.2 -0.2 0.0
C 3.4788 -0.2208 1.8675 -0.2 0.0 0.0
C 4.4535 -0.4293 0.8936 0.0 0.0 0.0
C 4.1220 -0.3011 -0.4401 0.0 0.0 0.0
C 2.8231 0.0592 -0.7735 0.0 0.2 -0.1
N 1.8934 0.2607 0.1533 -0.3 -0.1 0.0
H 0.4799 0.6557 4.4259 0.0 0.0 0.0
H 2.1903 0.4291 4.1831 0.0 0.0 0.0
H 1.1317 -0.9797 4.1718 0.0 0.0 0.0
H -1.2851 0.3056 3.4899 -0.1 0.0 0.0
H -3.6917 0.1986 3.3003 0.0 0.0 0.0
H -4.4178 0.4278 1.7543 0.0 0.0 0.0
H 3.7232 -0.3382 2.9124 0.0 0.0 0.0
H 5.4586 -0.7008 1.1866 0.0 0.0 0.0
H 4.8485 -0.4705 -1.2215 0.0 0.0 0.0
H 2.5195 0.2074 -1.8020 0.0 0.0 0.0
Br -2.1472 8.1527 0.3751 0.0 0.0 0.0
C -0.7661 7.0468 -0.2655 0.0 0.0 0.0
C 0.3558 7.6116 -0.8649 -0.1 0.0 0.0
C 1.3743 6.8045 -1.3535 0.0 -0.1 0.0
C 1.2810 5.4284 -1.2524 -0.1 0.0 -0.1
C 0.1550 4.8732 -0.6402 0.1 0.0 0.0
C -0.8725 5.6737 -0.1411 0.0 0.1 0.1
C 0.0427 3.4354 -0.5213 -0.2 0.3 -0.3
O -0.7477 2.8767 0.3481 -0.2 0.4 0.0
O 0.6780 2.5980 -1.2396 -0.3 -0.3 -0.3
H 0.4278 8.6871 -0.9528 0.0 0.0 0.0
H 2.2371 7.2598 -1.8184 0.0 0.0 0.0
H 2.0581 4.7867 -1.6433 0.0 0.0 0.0
H -1.7443 5.2291 0.3174 0.0 0.0 0.0